Here is a 11-piece molecular cluster, C66H165N8O12P3 overall in a non-equilibrium geometry from the OMol25 dataset. Energies are from the ωB97M-V functional and the def2-TZVPD basis.

Properties
Orbital gap   8.5 eV
HOMO level   -7.877 eV

Structure (ORCA input):
```
! wB97M-V def2-TZVPD RIJCOSX def2/J DEFGRID3
* xyz 0 1
C 24.10 13.22 17.32
C 23.89 14.24 16.21
N 23.82 15.62 16.69
C 23.29 16.49 15.59
C 21.81 16.31 15.29
C 25.10 16.11 17.17
C 25.08 17.48 17.83
H 24.15 12.27 16.81
H 23.28 13.22 18.06
H 25.05 13.35 17.88
H 24.67 14.13 15.42
H 22.95 14.01 15.69
H 23.44 17.53 15.90
H 23.87 16.36 14.66
H 21.25 16.28 16.24
H 21.44 17.11 14.66
H 21.64 15.35 14.85
H 25.83 16.06 16.36
H 25.46 15.44 17.95
H 26.01 17.64 18.37
H 24.16 17.58 18.46
H 25.00 18.21 17.03
C 18.81 19.35 16.82
C 18.18 18.06 17.29
N 16.98 17.77 16.57
C 16.84 16.32 16.28
C 17.91 15.75 15.37
C 15.84 18.46 17.06
C 14.65 18.32 16.11
H 18.02 20.08 16.83
H 19.20 19.29 15.79
H 19.64 19.69 17.44
H 18.93 17.25 17.14
H 18.04 18.05 18.37
H 16.86 15.70 17.18
H 15.92 16.16 15.75
H 17.52 14.81 14.95
H 18.06 16.44 14.53
H 18.87 15.60 15.85
H 16.02 19.52 17.22
H 15.60 18.04 18.02
H 13.74 18.81 16.52
H 14.31 17.26 16.03
H 14.92 18.61 15.09
C 18.13 18.00 28.25
C 19.05 18.27 27.02
N 19.32 17.01 26.31
C 18.14 16.35 25.85
C 17.22 17.31 25.04
C 20.12 16.00 26.96
C 21.44 16.59 27.48
H 17.96 18.95 28.77
H 18.60 17.31 28.97
H 17.15 17.59 27.98
H 18.56 18.97 26.32
H 20.00 18.68 27.29
H 18.48 15.49 25.26
H 17.57 15.91 26.70
H 16.87 18.09 25.71
H 17.75 17.75 24.19
H 16.30 16.79 24.72
H 20.29 15.18 26.24
H 19.56 15.53 27.81
H 21.98 17.12 26.67
H 22.06 15.79 27.85
H 21.35 17.31 28.30
C 13.27 18.25 20.81
C 13.32 17.13 21.90
N 12.63 15.91 21.63
C 13.17 15.15 20.52
C 14.67 14.91 20.63
C 11.19 16.05 21.47
C 10.50 16.67 22.67
H 14.05 18.94 21.08
H 12.34 18.84 20.80
H 13.44 17.89 19.79
H 14.35 16.90 22.17
H 12.79 17.53 22.76
H 12.91 15.67 19.59
H 12.71 14.16 20.49
H 14.95 14.08 19.97
H 14.91 14.60 21.67
H 15.31 15.77 20.38
H 10.95 16.60 20.52
H 10.79 15.04 21.39
H 10.61 17.75 22.72
H 9.41 16.48 22.55
H 10.88 16.21 23.59
C 27.50 12.68 24.24
C 25.97 12.70 24.12
N 25.33 12.47 25.40
C 23.89 12.68 25.26
C 23.46 14.07 24.96
C 25.59 11.16 25.90
C 25.15 10.95 27.35
H 27.91 11.69 24.13
H 27.90 13.12 25.16
H 27.91 13.19 23.34
H 25.55 13.62 23.73
H 25.72 11.91 23.39
H 23.50 11.91 24.58
H 23.40 12.47 26.23
H 23.83 14.52 24.04
H 22.37 14.12 24.96
H 23.81 14.67 25.79
H 26.71 11.08 25.97
H 25.21 10.46 25.17
H 24.07 10.84 27.48
H 25.44 11.89 27.86
H 25.63 10.06 27.80
C 22.87 11.56 21.29
C 21.65 10.66 21.04
N 21.42 10.53 19.66
C 20.94 9.20 19.27
C 19.57 8.86 19.77
C 20.68 11.62 19.13
C 20.57 11.59 17.62
H 22.62 12.61 21.04
H 23.73 11.26 20.70
H 23.06 11.65 22.36
H 21.74 9.68 21.47
H 20.70 11.07 21.48
H 21.03 9.09 18.17
H 21.65 8.53 19.78
H 19.50 8.95 20.87
H 18.74 9.38 19.26
H 19.34 7.80 19.67
H 21.22 12.56 19.31
H 19.70 11.72 19.61
H 21.50 11.23 17.22
H 20.26 12.56 17.24
H 19.75 10.94 17.28
C 20.49 20.77 20.24
C 20.40 21.81 21.47
N 21.12 21.29 22.58
C 21.73 22.32 23.45
C 23.03 22.86 22.89
C 20.31 20.32 23.31
C 21.18 19.31 24.12
H 21.52 20.65 19.97
H 19.88 21.15 19.42
H 20.05 19.78 20.46
H 20.81 22.73 21.07
H 19.38 22.04 21.84
H 20.94 23.09 23.59
H 21.94 21.93 24.43
H 23.48 23.56 23.57
H 23.75 22.07 22.73
H 22.89 23.43 21.97
H 19.76 19.65 22.66
H 19.58 20.78 24.01
H 21.96 18.91 23.47
H 20.51 18.52 24.48
H 21.69 19.76 24.98
C 21.60 17.25 19.19
C 20.77 16.01 19.54
N 19.86 16.14 20.62
C 20.43 16.67 21.77
C 21.56 15.86 22.41
C 19.04 14.95 20.77
C 18.12 14.99 21.98
H 22.38 17.50 19.91
H 20.97 18.13 19.10
H 22.11 17.06 18.26
H 20.21 15.66 18.67
H 21.36 15.13 19.70
H 19.68 17.00 22.51
H 20.93 17.62 21.54
H 21.25 14.86 22.80
H 21.83 16.42 23.32
H 22.44 15.69 21.77
H 18.48 14.82 19.83
H 19.78 14.13 20.81
H 17.30 15.69 21.92
H 17.62 13.99 22.01
H 18.66 15.06 22.93
C 24.96 19.99 20.59
C 24.27 19.19 21.73
O 24.40 17.81 21.57
P 25.78 17.10 21.88
O 26.82 17.31 20.85
O 25.46 15.56 22.07
C 25.15 14.72 21.02
C 26.26 13.88 20.49
O 26.14 17.55 23.34
C 27.40 17.26 23.88
C 27.19 16.41 25.16
H 24.51 19.75 19.62
H 24.74 21.05 20.72
H 26.05 19.90 20.51
H 24.72 19.42 22.69
H 23.20 19.40 21.80
H 24.28 14.10 21.34
H 24.79 15.38 20.25
H 26.49 13.08 21.21
H 26.14 13.36 19.54
H 27.14 14.54 20.50
H 27.89 16.67 23.11
H 28.02 18.16 24.04
H 28.13 16.15 25.64
H 26.53 16.93 25.87
H 26.68 15.47 24.90
C 14.12 14.64 24.81
C 15.50 13.99 24.73
O 15.77 13.42 26.00
P 16.84 12.27 26.20
O 16.63 11.05 25.41
O 18.24 13.02 25.95
C 19.37 12.20 25.61
C 19.74 12.36 24.13
O 16.78 12.08 27.75
C 15.77 11.27 28.32
C 16.18 10.88 29.79
H 13.37 13.86 24.99
H 14.16 15.33 25.64
H 13.86 15.19 23.89
H 15.62 13.17 24.01
H 16.27 14.72 24.54
H 20.12 12.51 26.35
H 19.16 11.15 25.80
H 20.58 11.70 23.88
H 18.95 12.11 23.43
H 20.18 13.35 23.96
H 14.87 11.87 28.28
H 15.66 10.34 27.74
H 17.14 10.39 29.81
H 16.25 11.77 30.40
H 15.42 10.19 30.19
C 17.20 10.90 11.22
C 16.13 11.33 12.31
O 16.75 11.43 13.59
P 15.98 11.58 14.92
O 14.91 10.60 15.11
O 17.19 11.60 15.96
C 16.86 11.49 17.30
C 16.95 12.82 17.98
O 15.40 13.09 15.00
C 14.06 13.44 14.65
C 13.29 13.95 15.84
H 18.03 11.64 11.24
H 17.69 9.96 11.51
H 16.85 10.84 10.19
H 15.72 12.34 12.14
H 15.31 10.61 12.30
H 15.90 10.99 17.38
H 17.58 10.80 17.72
H 16.99 12.81 19.07
H 17.90 13.24 17.61
H 16.13 13.50 17.62
H 14.09 14.17 13.83
H 13.66 12.51 14.25
H 13.73 14.91 16.20
H 12.26 14.22 15.61
H 13.30 13.23 16.65
*
```